# 1
A single HN3P2 molecule. Source: the Open Molecules 2025 dataset; level of theory: wB97M-V/def2-TZVPD.

```
! wB97M-V def2-TZVPD RIJCOSX def2/J DEFGRID3
* xyz 0 1
N 2.01 0.21 -1.69
N 0.85 0.31 -1.55
N 2.63 -1.06 -0.83
P 1.71 -1.84 0.11
P -0.13 -0.83 -0.72
H -0.02 -0.07 0.49
*
```

Values from the calculation:
* ΔE to the lowest compared entry with this formula, charge and spin: 1.421 eV
* LUMO level: -0.6 eV
* E_HOMO: -9.27 eV
* HOMO-LUMO gap: 8.6 eV


# 2
2 unconnected molecules or ions with the total composition HN4O3. Source: the Open Molecules 2025 dataset; level of theory: wB97M-V/def2-TZVPD.

```
! wB97M-V def2-TZVPD RIJCOSX def2/J DEFGRID3
* xyz -1 1
N 0.51 0.96 1.04
N -2.12 0.88 -0.31
N -0.24 -0.11 1.01
N 1.24 1.28 -0.03
O 1.12 0.55 -1.05
O -1.84 1.97 -0.55
O 1.81 2.38 0.05
H 0.03 -0.62 0.13
*
```

Values from the calculation:
* ΔE to the lowest compared entry with this formula, charge and spin: 1.367 eV
* LUMO level (spin up / spin down): 4.6 / 3.8 eV
* E_HOMO (spin up / spin down): -2.71 / -4.26 eV
* HOMO-LUMO gap (spin up / spin down): 7.3 / 8.1 eV